{
  "formula": "C29H65BFNO9S2",
  "method": "ωB97M-V with the def2-TZVPD basis set",
  "elements": ["C", "C", "O", "C", "C", "C", "C", "C", "C", "N", "C", "C", "C", "F", "C", "S", "O", "O", "O", "C", "C", "S", "C", "C", "B", "O", "O", "C", "H", "H", "H", "H", "H", "H", "H", "H", "H", "H", "H", "H", "H", "H", "H", "H", "H", "H", "H", "H", "H", "H", "H", "H", "H", "H", "H", "H", "H", "H", "H", "H", "H", "H", "H", "C", "C", "O", "C", "C", "H", "H", "H", "H", "H", "H", "H", "H", "H", "H", "C", "C", "O", "C", "C", "H", "H", "H", "H", "H", "H", "H", "H", "H", "H", "C", "C", "O", "C", "C", "H", "H", "H", "H", "H", "H", "H", "H", "H", "H"],
  "xyz": [[0.635, 1.624, 3.265], [1.533, 2.524, 2.314], [2.301, 1.768, 1.398], [2.407, 2.280, 0.072], [0.957, 2.171, -0.578], [0.183, 0.876, -0.184], [-1.045, 0.738, -1.201], [-2.308, 0.283, -0.362], [-3.663, 0.490, -1.126], [-3.918, -0.569, -2.127], [2.739, 3.841, 0.011], [3.890, 4.305, 0.952], [4.273, 5.813, 0.681], [4.316, 6.480, 1.925], [3.070, 4.175, -1.491], [4.654, 3.349, -1.879], [5.805, 4.220, -1.497], [4.726, 3.098, -3.335], [4.746, 2.026, -0.920], [3.472, 1.385, -0.656], [3.015, 0.685, -1.974], [4.131, -0.722, -2.473], [5.802, -0.079, -2.852], [6.801, -0.612, -1.726], [3.829, 0.155, 0.380], [5.028, 0.275, 1.145], [2.946, -0.924, 0.513], [3.615, -2.191, 0.571], [-0.417, 1.987, 3.183], [0.674, 0.553, 2.997], [0.916, 1.819, 4.323], [0.867, 3.300, 1.899], [2.239, 3.038, 3.011], [0.967, 2.286, -1.680], [0.350, 3.026, -0.193], [-0.271, 0.893, 0.821], [0.778, -0.056, -0.286], [-1.239, 1.770, -1.568], [-0.826, 0.038, -2.030], [-2.117, -0.775, -0.079], [-2.377, 0.890, 0.575], [-3.721, 1.521, -1.529], [-4.465, 0.412, -0.354], [-4.024, -1.428, -1.589], [-3.041, -0.662, -2.643], [1.841, 4.446, 0.270], [3.626, 4.292, 2.033], [4.837, 3.739, 0.863], [5.279, 5.927, 0.248], [3.473, 6.324, 0.110], [2.322, 3.797, -2.213], [3.176, 5.261, -1.693], [2.024, 0.188, -1.902], [2.951, 1.347, -2.865], [5.902, 1.019, -2.849], [6.216, -0.450, -3.813], [7.746, -1.004, -2.147], [6.964, 0.172, -0.955], [6.302, -1.454, -1.194], [4.856, 1.017, 1.736], [4.722, -2.123, 0.513], [3.306, -2.757, -0.341], [3.283, -2.820, 1.426], [6.327, -4.714, 3.991], [4.973, -4.027, 3.927], [3.880, -4.929, 3.858], [3.740, -5.828, 4.945], [3.548, -5.140, 6.285], [6.465, -5.365, 3.125], [7.127, -3.972, 4.004], [6.430, -5.331, 4.884], [4.927, -3.421, 3.022], [4.843, -3.338, 4.768], [4.589, -6.519, 4.977], [2.859, -6.434, 4.727], [4.407, -4.524, 6.556], [3.406, -5.881, 7.074], [2.673, -4.488, 6.257], [-7.227, 3.776, 1.067], [-6.316, 3.362, -0.077], [-6.598, 2.073, -0.592], [-7.898, 1.879, -1.125], [-8.225, 2.802, -2.286], [-7.166, 3.053, 1.883], [-6.937, 4.758, 1.445], [-8.271, 3.834, 0.757], [-5.287, 3.326, 0.285], [-6.336, 4.105, -0.882], [-8.649, 1.964, -0.332], [-7.932, 0.845, -1.474], [-8.211, 3.853, -1.990], [-9.218, 2.579, -2.679], [-7.495, 2.677, -3.088], [-6.481, -5.693, -1.761], [-6.426, -4.178, -1.648], [-5.432, -3.582, -2.465], [-5.552, -3.799, -3.861], [-6.852, -3.278, -4.449], [-5.512, -6.129, -1.507], [-7.236, -6.096, -1.083], [-6.733, -6.018, -2.771], [-6.177, -3.909, -0.620], [-7.405, -3.734, -1.856], [-5.413, -4.860, -4.093], [-4.717, -3.270, -4.324], [-7.723, -3.780, -4.024], [-6.869, -3.436, -5.528], [-6.958, -2.210, -4.250]],
  "mulliken_charge": [-1.37, 0.08, -0.49, 1.93, -2.29, 0.54, -0.83, -0.33, -0.52, -0.48, -0.93, -0.20, -0.43, -0.38, -0.76, 1.37, -0.75, -0.68, -0.54, -0.12, -0.43, -0.28, -0.02, -0.86, 0.76, -0.87, -0.41, -0.78, 0.35, 0.25, 0.35, 0.17, 0.29, 0.64, 0.54, 0.18, -0.05, 0.33, 0.24, 0.21, 0.27, 0.23, 0.18, 0.19, 0.27, 0.59, 0.27, 0.06, 0.27, 0.25, 0.29, 0.65, 0.08, 0.61, -0.07, 0.54, 0.43, 0.14, 0.14, 0.30, 0.27, 0.30, 0.29, -1.17, 0.17, -0.40, -0.34, -1.03, 0.31, 0.39, 0.30, -0.05, 0.24, 0.31, 0.32, 0.27, 0.39, 0.29, -1.17, -0.29, -0.36, -0.35, -1.09, 0.31, 0.39, 0.27, 0.33, 0.33, 0.30, 0.35, 0.27, 0.40, 0.30, -1.08, -0.33, -0.37, -0.33, -1.03, 0.30, 0.38, 0.27, 0.33, 0.31, 0.31, 0.32, 0.27, 0.39, 0.25],
  "gap_ev": 8.962,
  "fmax_ev_per_a": 5.4,
  "smiles": "CCO[C@@]1(CCCCCN)[C@@H](CCF)CS(=O)(=O)O[C@@]1(CSCC)B(O)OC.CCOCC.CCOCC.CCOCC",
  "e_lumo_ev": 0.292,
  "homo_ha": -0.319
}